1.
CH3I3Si | ωB97M-V/def2-TZVPD

Results
orbital gap: 6.35 eV
ΔE to the lowest compared entry with this formula, charge and spin: 44.5 kcal per mole

Structure (ORCA input):
```
! wB97M-V def2-TZVPD RIJCOSX def2/J DEFGRID3
* xyz 0 1
C 0.49 -0.01 -0.01
Si 2.25 0.65 -0.08
I 2.86 2.03 1.85
I 3.62 -2.50 0.43
I 2.94 1.43 -2.28
H 0.71 -1.05 0.15
H -0.08 0.31 0.81
H -0.11 0.00 -0.96
*
```

=====

2.
C3H9NO2S | ωB97M-V/def2-TZVPD

Results
orbital gap (alpha / beta): 8.10 / 7.62 eV
ΔE to the lowest compared entry with this formula, charge and spin: 169.7 kcal per mole

Structure (ORCA input):
```
! wB97M-V def2-TZVPD RIJCOSX def2/J DEFGRID3
* xyz 0 1
C -0.67 -1.48 -1.01
C -0.20 1.67 0.39
C -0.80 -1.00 0.37
N 1.71 1.00 -0.51
O -2.16 -1.03 0.79
O 1.09 1.61 0.62
S 0.48 -1.31 1.54
H -1.29 -0.82 -1.63
H -0.99 -2.48 -1.08
H 0.39 -1.38 -1.32
H -0.27 1.93 -0.72
H -0.85 2.32 1.05
H 2.54 0.44 -0.32
H 1.73 1.78 -1.22
H -2.20 -0.76 1.69
H 1.49 -0.49 1.38
*
```

=====

3.
C5H6O | ωB97M-V/def2-TZVPD

Results
SMILES: C=C1C=COC1
orbital gap: 9.12 eV
ΔE to the lowest compared entry with this formula, charge and spin: 24.6 kcal per mole

Structure (ORCA input):
```
! wB97M-V def2-TZVPD RIJCOSX def2/J DEFGRID3
* xyz 0 1
C 1.66 -0.77 -0.35
C 0.45 -0.24 -0.21
C -0.30 0.77 -0.96
C -1.31 1.16 -0.18
O -1.46 0.49 0.98
C -0.46 -0.55 0.96
H 2.27 -0.66 -1.24
H 2.08 -1.35 0.47
H 0.00 1.24 -1.89
H -2.02 1.98 -0.31
H 0.06 -0.57 1.93
H -0.97 -1.51 0.80
*
```

=====

4.
C16H27AsAuClO5Si2 | ωB97M-V/def2-TZVPD

Results
orbital gap: 6.18 eV
ΔE to the lowest compared entry with this formula, charge and spin: 15.4 kcal per mole

Structure (ORCA input):
```
! wB97M-V def2-TZVPD RIJCOSX def2/J DEFGRID3
* xyz -2 1
Au 0.90 -0.29 0.72
C 4.82 -2.18 0.77
Si 4.63 -0.70 -0.39
C 6.30 0.20 -0.38
C 4.51 -1.43 -2.13
As 3.04 0.78 0.43
Si 2.49 1.76 -1.60
C 1.35 3.22 -1.21
C 1.56 0.69 -2.85
C 3.97 2.50 -2.54
H 5.87 -2.51 0.81
H 4.21 -3.02 0.43
H 4.49 -1.93 1.78
H 7.11 -0.44 -0.73
H 6.53 0.53 0.64
H 6.26 1.09 -1.01
H 5.31 -2.17 -2.27
H 4.62 -0.66 -2.90
H 3.56 -1.92 -2.30
H 0.43 2.85 -0.77
H 1.10 3.79 -2.11
H 1.82 3.89 -0.49
H 0.65 0.30 -2.37
H 2.16 -0.16 -3.17
H 1.27 1.27 -3.73
H 4.60 3.09 -1.87
H 3.62 3.16 -3.34
H 4.59 1.73 -2.99
O -0.26 -0.74 2.84
C -0.05 0.08 3.78
O 0.71 1.04 3.83
H -0.67 -0.13 4.70
C 1.21 -4.42 -1.91
C 1.00 -4.33 -0.43
C 1.86 -4.91 0.47
C 1.67 -4.74 1.83
Cl 2.79 -5.50 2.95
C 0.65 -3.95 2.31
C -0.24 -3.37 1.41
C -0.09 -3.58 0.05
O -0.91 -3.10 -0.91
C -2.16 -2.52 -0.55
C -2.22 -1.00 -0.27
O -3.39 -0.63 -0.06
O -1.19 -0.29 -0.37
H 2.04 -5.09 -2.15
H 1.43 -3.43 -2.31
H 0.31 -4.77 -2.42
H 2.70 -5.50 0.11
H 0.56 -3.75 3.37
H -0.99 -2.69 1.79
H -2.62 -3.05 0.29
H -2.79 -2.68 -1.43
*
```

=====

5.
C6H8N2O | ωB97M-V/def2-TZVPD

Results
SMILES: C[C@@]1(O)C[C@H]1C#N.C#N
orbital gap: 10.86 eV
ΔE to the lowest compared entry with this formula, charge and spin: 54.8 kcal per mole

Structure (ORCA input):
```
! wB97M-V def2-TZVPD RIJCOSX def2/J DEFGRID3
* xyz 0 1
C -0.52 -0.42 1.32
C -0.71 -0.36 -0.20
O -0.55 -1.60 -0.81
C -1.61 0.60 -0.83
C -0.16 0.82 -1.03
C 0.33 1.93 -0.32
N 0.75 2.79 0.32
H 0.55 -0.53 1.49
H -0.97 -1.21 1.84
H -0.89 0.49 1.80
H 0.39 -1.93 -0.71
H -2.32 0.30 -1.59
H -2.04 1.25 -0.03
H 0.17 0.68 -2.14
C 3.60 0.13 -0.04
N 2.99 -0.65 -0.58
H 4.05 0.80 0.65
*
```

=====

6.
C3H11N2 | ωB97M-V/def2-TZVPD

Results
orbital gap: 9.48 eV
ΔE to the lowest compared entry with this formula, charge and spin: 52.5 kcal per mole

Structure (ORCA input):
```
! wB97M-V def2-TZVPD RIJCOSX def2/J DEFGRID3
* xyz 1 1
C 1.04 1.58 -1.59
N -0.33 0.76 -1.35
H 1.20 2.35 -0.73
H 0.97 2.08 -2.62
H 1.80 0.87 -1.56
H -0.63 0.23 -2.20
H -0.32 0.21 -0.48
H -1.20 1.51 -1.36
C 0.36 -0.98 2.39
C -0.59 -0.68 1.43
N -0.56 -1.44 0.18
H 1.03 -1.87 2.29
H 0.23 -0.53 3.39
H -1.44 -0.04 1.59
H -0.04 -2.27 0.53
H -1.50 -1.77 0.08
*
```

=====

Total energy in eV, matching the order above: -33266.530; -19671.053; -7328.218; -120080.782; -11376.972; -6261.305